A:
{"formula": "C4H6N2O", "method": "wB97M-V/def2-TZVPD", "homo_ev": -8.01, "gap_ev": 9.031, "species": ["C", "C", "C", "C", "N", "N", "O", "H", "H", "H", "H", "H", "H"], "coordinates": [[1.9457, -1.3013, -0.0898], [0.1059, 1.7563, 0.2247], [1.4408, -0.1294, -0.0963], [-1.0373, -0.2135, 0.1962], [1.2742, 1.0448, -0.2409], [-2.1710, -0.8203, -0.2158], [-1.0703, 1.0704, -0.2164], [2.6180, -1.5899, 0.7697], [1.8504, -1.9839, -0.9398], [0.1670, 2.7121, -0.1090], [0.1560, 1.6213, 1.3780], [-2.4058, -1.6488, 0.2940], [-2.8737, -0.5179, -0.9546]]}

B:
{"formula": "C4H6N2O", "method": "wB97M-V/def2-TZVPD", "homo_ev": -8.53, "gap_ev": 9.151, "species": ["O", "C", "N", "C", "C", "C", "N", "H", "H", "H", "H", "H", "H"], "coordinates": [[1.3281, 2.1017, 0.7359], [0.8256, 1.1328, 0.2282], [1.2962, -0.1531, 0.2602], [0.4178, -1.1092, -0.3583], [-0.8116, -0.2484, -0.6318], [-1.5527, 0.9649, 0.4821], [-0.4380, 1.1437, -0.4847], [2.1242, -0.3868, 0.7844], [0.2464, -1.9962, 0.2603], [0.7970, -1.4432, -1.3346], [-1.3659, -0.4593, -1.5453], [-1.7912, -0.3000, 0.1391], [-1.0761, 0.7532, 1.4645]]}

C:
{"formula": "C4H6N2O", "method": "wB97M-V/def2-TZVPD", "homo_ev": -8.33, "gap_ev": 8.358, "species": ["C", "C", "C", "C", "H", "H", "H", "H", "H", "H", "N", "N", "O"], "coordinates": [[1.9432, 0.4766, 0.1558], [-1.4044, -0.9880, 0.1977], [-1.6771, 0.2602, -0.5153], [-0.5899, 1.1082, -0.3164], [2.4032, -1.5585, -0.6839], [2.1370, 1.6169, 0.4227], [-1.8491, -2.0242, -0.3267], [-1.3566, -0.9569, 1.5911], [-2.5349, 0.9200, -0.0782], [-0.5906, 2.2515, 0.1239], [2.8424, -0.4909, -0.2745], [0.5815, 0.3068, -0.0212], [0.0953, -0.9216, -0.2747]]}

D:
{"formula": "C4H6N2O", "method": "wB97M-V/def2-TZVPD", "smiles": "[H]/N=C(/C#CN)OC", "homo_ev": -8.80, "gap_ev": 9.394, "species": ["H", "N", "C", "C", "C", "N", "O", "C", "H", "H", "H", "H", "H"], "coordinates": [[-2.3814, 2.3306, -0.1514], [-1.4305, 2.2320, 0.1819], [-0.8675, 1.1424, -0.0136], [0.4458, 0.7206, 0.0136], [1.6300, 0.4897, 0.2780], [2.8267, -0.0639, 0.2016], [-1.4667, -0.0732, -0.6896], [-1.3434, -1.3264, -0.0533], [3.6245, 0.5474, 0.1354], [2.9105, -0.9936, -0.1915], [-1.4027, -1.2454, 1.0356], [-2.1507, -1.9485, -0.4235], [-0.3947, -1.8117, -0.3231]]}

Which structure is most stable, and how do the rest compare? From most to least stable: D, A, B, C.

A:
{"formula": "C4H6N2O", "method": "wB97M-V/def2-TZVPD", "smiles": "Cc1c[nH]c(O)n1", "homo_ev": -8.10, "gap_ev": 8.872, "species": ["C", "C", "C", "N", "C", "O", "N", "H", "H", "H", "H", "H", "H"], "coordinates": [[-1.4760, -1.4849, -0.5206], [-0.4103, -0.4763, -0.1593], [-0.6999, 0.8413, 0.0138], [0.4912, 1.4533, 0.3279], [1.4367, 0.4929, 0.3229], [2.6774, 0.9737, 0.5794], [0.9607, -0.6964, 0.0364], [-2.2470, -1.5318, 0.2584], [-1.1123, -2.5004, -0.6795], [-1.9933, -1.1792, -1.4382], [-1.6271, 1.3871, -0.0391], [0.6693, 2.4223, 0.5201], [3.3305, 0.2985, 0.7779]]}

B:
{"formula": "C4H6N2O", "method": "wB97M-V/def2-TZVPD", "smiles": "OC1=CN1.CC#N", "homo_ev": -8.76, "gap_ev": 9.230, "species": ["O", "C", "C", "N", "H", "H", "H", "C", "C", "N", "H", "H", "H"], "coordinates": [[-3.0417, 0.5234, 1.0143], [-1.7680, 0.6070, 0.6605], [-0.9739, 0.6626, -0.3876], [-0.6461, 0.3528, 1.3745], [-3.6259, 0.5855, 0.2386], [-1.0948, 0.0293, -1.2700], [-0.7526, -0.5757, 1.8285], [2.2892, -0.0618, -0.3270], [1.4500, -1.1102, -0.8850], [0.7302, -1.8946, -1.3339], [3.3016, -0.4016, -0.1116], [1.8822, 0.3361, 0.6053], [2.3262, 0.7727, -1.0309]]}

Which structure is most stable, and how do the rest compare? From most to least stable: A, B.

A:
{"formula": "C4H6N2O", "method": "wB97M-V/def2-TZVPD", "smiles": "[H]/N=N\\C1=CCCO1", "homo_ev": [-8.46, -7.93], "gap_ev": [8.202, 7.509], "species": ["H", "N", "N", "C", "C", "C", "C", "O", "H", "H", "H", "H", "H"], "coordinates": [[-2.8184, -1.2470, -0.5512], [-3.0388, -0.5593, 0.1134], [-2.1996, 0.3273, 0.2646], [-0.9810, 0.4260, -0.1372], [0.0160, -0.8508, -0.1860], [1.3229, -0.4000, 0.1991], [1.2424, 1.1244, 0.0250], [-0.2395, 1.5622, -0.1729], [-0.3599, -1.9054, 0.0465], [1.7437, -0.7677, 1.0585], [2.0511, -1.0002, -0.6252], [1.5732, 1.8052, 0.8438], [1.6880, 1.4853, -0.8785]]}

B:
{"formula": "C4H6N2O", "method": "wB97M-V/def2-TZVPD", "smiles": "CC(=C=CN)N=O", "homo_ev": -8.49, "gap_ev": 8.158, "species": ["C", "C", "C", "C", "N", "N", "O", "H", "H", "H", "H", "H", "H"], "coordinates": [[-2.3230, -0.0672, 0.0345], [-0.8760, -0.0085, -0.3643], [0.1820, 0.2783, 0.3602], [1.4543, 0.5630, 0.5591], [2.4481, -0.2936, 1.0117], [-0.6851, -0.2783, -1.8060], [0.4569, -0.2961, -2.1848], [-2.8765, -0.6754, -0.6879], [-2.4513, -0.4933, 1.0324], [-2.7712, 0.9332, 0.0334], [1.7582, 1.6055, 0.4690], [3.3782, -0.0029, 0.7457], [2.2868, -1.2681, 0.7938]]}

Which structure is most stable, and how do the rest compare? From most to least stable: B, A.

A:
{"formula": "C4H6N2O", "method": "wB97M-V/def2-TZVPD", "homo_ev": -9.36, "gap_ev": 9.858, "species": ["N", "C", "O", "C", "C", "C", "N", "H", "H", "H", "H", "H", "H"], "coordinates": [[-2.4411, 0.4870, -1.2325], [-1.7167, 0.2554, -0.2899], [-1.1308, -0.6750, 0.4583], [0.1428, -1.1597, 0.0032], [1.2953, -0.3231, 0.5642], [1.5302, 0.9193, -0.1792], [1.7253, 1.8834, -0.7873], [-1.8298, 1.5144, -0.4222], [-1.2430, 1.4648, 0.4286], [0.1566, -1.1936, -1.0904], [0.2080, -2.1755, 0.3963], [1.0858, -0.0829, 1.6117], [2.2173, -0.9144, 0.5394]]}

B:
{"formula": "C4H6N2O", "method": "wB97M-V/def2-TZVPD", "smiles": "C/N=c1\\cc[nH]o1", "homo_ev": -7.81, "gap_ev": 8.502, "species": ["C", "N", "C", "C", "C", "N", "O", "H", "H", "H", "H", "H", "H"], "coordinates": [[2.2209, 0.0107, -0.0410], [1.2105, -1.1089, 0.0297], [-0.0359, -0.7009, -0.1198], [-0.4871, 0.6042, -0.1766], [-1.8995, 0.6781, -0.0119], [-2.2272, -0.6063, -0.0890], [-1.2249, -1.4550, -0.1658], [1.9029, 1.0746, 0.3676], [2.8692, -0.4420, 0.7149], [2.9139, 0.0048, -0.9886], [0.0590, 1.4754, -0.3424], [-2.4561, 1.5761, 0.2062], [-2.8458, -1.1108, 0.6167]]}

C:
{"formula": "C4H6N2O", "method": "wB97M-V/def2-TZVPD", "homo_ev": -8.07, "gap_ev": 8.564, "species": ["N", "C", "C", "N", "C", "O", "C", "H", "H", "H", "H", "H", "H"], "coordinates": [[0.8081, -1.8283, 0.0652], [0.0922, -0.6728, 0.1823], [0.1130, 0.4427, -0.8345], [-1.2582, 0.8709, -0.8186], [-1.4837, 1.0083, 0.5458], [0.7720, 1.6295, -0.2009], [-0.7536, -0.1611, 1.1134], [1.5777, -1.8638, -0.5871], [0.9606, -2.3732, 0.9018], [0.5605, 0.2584, -1.8230], [-1.4003, 1.6815, -1.4152], [0.9377, 1.5398, 0.7560], [-0.9260, -0.5318, 2.1150]]}

Which structure is most stable, and how do the rest compare? From most to least stable: C, B, A.

A:
{"formula": "C5H6O2", "method": "wB97M-V/def2-TZVPD", "smiles": "O=CCC#CCO", "homo_ev": -9.84, "gap_ev": 10.605, "species": ["O", "C", "C", "C", "C", "C", "O", "H", "H", "H", "H", "H", "H"], "coordinates": [[-1.6113, 1.1358, -0.9448], [-2.1641, 0.1540, -0.5126], [-1.5991, -0.7155, 0.6165], [-0.1430, -0.5998, 0.6199], [1.0273, -0.3811, 0.4297], [2.3374, 0.1679, 0.0456], [2.1847, 1.0682, -1.0367], [-3.1489, -0.1850, -0.9054], [-2.0297, -0.3393, 1.5608], [-1.9410, -1.7565, 0.5101], [2.7791, 0.6798, 0.9149], [3.0377, -0.6194, -0.2704], [1.2709, 1.3908, -1.0277]]}

B:
{"formula": "C5H6O2", "method": "wB97M-V/def2-TZVPD", "smiles": "O=CC1(C=O)CC1", "homo_ev": -10.03, "gap_ev": 10.521, "species": ["O", "C", "C", "C", "O", "C", "C", "H", "H", "H", "H", "H", "H"], "coordinates": [[2.2448, -0.9955, -0.0760], [1.4998, -0.1716, -0.5486], [0.1683, 0.2027, -0.0066], [-0.3439, 1.5427, -0.4339], [-1.0126, 2.2673, 0.2619], [-0.4533, -0.4029, 1.2188], [-0.7481, -1.0250, -0.0937], [1.7059, 0.3006, -1.5349], [-0.0579, 1.8599, -1.4576], [-1.2473, 0.2045, 1.6434], [0.1632, -0.9405, 1.9307], [-1.7040, -0.8980, -0.5851], [-0.2148, -1.9442, -0.3183]]}

C:
{"formula": "C5H6O2", "method": "wB97M-V/def2-TZVPD", "smiles": "C#CC(=O)[C@@H](C)O", "homo_ev": -10.09, "gap_ev": 10.061, "species": ["C", "C", "C", "O", "C", "C", "O", "H", "H", "H", "H", "H", "H"], "coordinates": [[-2.8360, 1.3580, -0.7356], [-1.7330, 0.9460, -0.4617], [-0.3690, 0.4345, -0.5191], [-0.2023, 0.3387, -1.7252], [0.9627, 0.0445, 0.2565], [0.8464, -1.1359, 1.2018], [1.8803, -0.3014, -0.7408], [-3.8378, 1.7289, -0.7438], [1.3284, 0.9429, 0.7789], [1.8527, -1.3832, 1.5555], [0.4499, -2.0183, 0.6864], [0.2063, -0.8717, 2.0414], [1.4515, -0.0829, -1.5944]]}

D:
{"formula": "C5H6O2", "method": "wB97M-V/def2-TZVPD", "homo_ev": -9.72, "gap_ev": 9.797, "species": ["O", "C", "C", "C", "C", "C", "O", "H", "H", "H", "H", "H", "H"], "coordinates": [[2.5590, 0.2011, -0.8524], [1.9023, 0.0975, 0.3290], [0.9569, 1.0509, 0.7595], [-0.2559, 0.8622, 0.9386], [-1.2444, -0.0873, 0.7778], [-2.1750, -0.0017, -0.3853], [-3.1845, -0.6577, -0.4809], [2.0063, 0.6986, -1.4722], [2.5506, -0.3706, 1.0698], [0.8616, -1.0154, 0.1818], [-1.6458, -0.6152, 1.6425], [-0.0989, -1.0512, 0.3007], [-1.8519, 0.6944, -1.1875]]}

Which structure is most stable, and how do the rest compare? From most to least stable: B, A, C, D.